# 1
81
Properties=species:S:1:pos:R:3:forces:R:3 method="wB97M-V/def2-TZVPD" spin_multiplicity=8 charge=+1 energy_ha=-3967.03873 orbital_gap_ev="6.25 / 7.99"
Eu -0.522 -0.144 0.703 -0.809 -0.356 0.331
C -1.860 0.618 3.853 0.049 0.029 -0.054
N -1.489 -0.630 3.159 -0.148 0.053 0.190
C -2.663 -1.500 2.995 -0.043 0.145 -0.020
C -3.694 -0.911 2.066 0.039 -0.037 0.059
C -5.038 -0.951 2.398 -0.048 -0.002 0.054
C -5.970 -0.452 1.501 -0.038 -0.012 0.025
C -5.518 0.072 0.304 -0.030 0.020 -0.040
C -4.155 0.077 0.059 0.019 0.047 -0.049
N -3.246 -0.400 0.912 -0.200 -0.010 0.046
C -0.460 -1.371 3.898 0.060 0.059 -0.016
C 0.899 -0.722 3.851 -0.104 -0.048 0.033
C 1.749 -0.802 4.942 -0.013 0.018 0.079
C 3.029 -0.284 4.833 0.024 -0.018 0.055
C 3.405 0.305 3.640 0.041 0.026 -0.027
C 2.484 0.357 2.606 0.007 0.030 0.029
N 1.251 -0.150 2.696 0.323 0.051 0.214
C -1.462 1.936 3.206 -0.065 -0.108 0.059
C -1.700 3.103 3.923 -0.010 0.031 0.129
C -1.370 4.321 3.362 -0.015 0.053 0.022
C -0.797 4.343 2.097 0.042 0.063 0.010
C -0.591 3.140 1.458 -0.057 0.062 0.019
N -0.931 1.957 1.987 -0.079 0.529 0.358
H -1.444 0.610 4.865 -0.001 0.006 0.039
H -2.945 0.643 3.977 -0.035 0.012 0.004
H -3.132 -1.717 3.962 0.008 -0.064 0.014
H -2.324 -2.450 2.577 0.029 -0.060 -0.014
H -5.347 -1.369 3.348 0.007 0.014 -0.038
H -7.027 -0.473 1.736 0.033 -0.002 -0.006
H -6.201 0.471 -0.434 0.035 -0.018 0.035
H -3.777 0.482 -0.870 0.019 -0.010 0.001
H -0.375 -2.361 3.446 0.021 -0.059 -0.047
H -0.761 -1.522 4.942 -0.005 -0.034 0.028
H 1.409 -1.268 5.859 0.021 0.012 -0.033
H 3.718 -0.339 5.668 -0.029 0.003 -0.030
H 4.395 0.720 3.500 -0.051 -0.013 0.001
H 2.737 0.819 1.662 0.006 0.000 -0.043
H -2.136 3.048 4.914 0.030 0.008 -0.061
H -1.548 5.241 3.904 0.007 -0.037 -0.021
H -0.506 5.271 1.623 -0.016 -0.043 0.022
H -0.124 3.108 0.480 0.002 -0.019 -0.044
S 1.514 1.101 -0.686 0.721 0.268 -0.448
P 2.054 -0.798 -1.129 0.026 0.138 0.089
S 0.942 -2.239 -0.264 0.470 -0.706 -0.358
C 3.784 -1.018 -0.625 0.040 0.015 -0.016
C 4.121 -1.856 0.428 0.086 -0.024 0.043
C 5.449 -1.970 0.828 -0.026 0.005 -0.006
C 6.436 -1.250 0.173 0.000 0.008 -0.018
C 6.101 -0.412 -0.886 -0.062 0.010 -0.019
C 4.778 -0.294 -1.285 0.044 0.002 0.030
C 2.051 -1.026 -2.927 -0.007 -0.032 -0.044
C 1.949 0.052 -3.799 -0.067 -0.058 -0.065
C 1.986 -0.166 -5.173 -0.024 0.028 0.071
C 2.127 -1.453 -5.670 -0.005 0.049 -0.045
C 2.230 -2.530 -4.799 -0.011 -0.043 0.055
C 2.192 -2.320 -3.430 -0.034 0.003 -0.031
H 3.345 -2.423 0.927 0.024 0.000 -0.001
H 5.712 -2.629 1.647 -0.027 0.026 -0.035
H 7.471 -1.345 0.481 -0.054 0.011 -0.020
H 6.872 0.146 -1.403 -0.037 -0.025 0.020
H 4.518 0.363 -2.109 0.008 -0.027 0.033
H 1.826 1.052 -3.400 0.027 -0.008 -0.006
H 1.904 0.673 -5.853 0.011 -0.023 0.023
H 2.156 -1.619 -6.741 -0.008 0.009 0.042
H 2.333 -3.535 -5.189 0.006 0.034 0.023
H 2.252 -3.158 -2.746 0.021 0.008 -0.027
N -2.541 1.669 -6.349 -0.026 -0.020 -0.080
C -2.726 0.463 -5.790 0.027 -0.047 0.065
S -3.418 -0.782 -6.608 0.044 0.054 0.161
C -2.276 0.350 -4.358 -0.123 0.086 -0.159
C -2.064 -0.891 -3.783 0.084 -0.159 -0.082
C -1.650 -0.965 -2.465 -0.001 -0.088 -0.036
N -1.450 0.105 -1.693 -0.204 -0.048 -0.515
C -1.660 1.297 -2.247 0.032 0.114 -0.068
C -2.073 1.469 -3.554 -0.012 0.143 0.011
H -2.817 1.787 -7.310 0.004 0.018 -0.015
H -2.012 2.401 -5.912 0.062 0.000 0.029
H -2.209 -1.787 -4.371 -0.001 0.016 0.032
H -1.447 -1.925 -2.011 -0.006 -0.066 0.026
H -1.475 2.161 -1.619 -0.017 0.036 0.016
H -2.247 2.476 -3.908 -0.013 -0.027 0.010

---

# 2
81
Properties=species:S:1:pos:R:3:forces:R:3 method="wB97M-V/def2-TZVPD" charge=-1 energy_ha=-2773.25129 orbital_gap_ev=5.67
O 3.583 -1.350 -0.081 0.263 1.317 -0.626
P 2.748 0.134 -0.030 0.038 0.035 1.696
O 3.504 1.308 -1.031 0.146 -1.331 -0.507
In 0.253 -0.079 -0.438 -0.597 0.209 -0.713
F -0.296 -1.664 -1.699 0.128 0.314 0.272
H 3.825 -1.608 -0.975 -0.267 -0.238 -0.215
H 3.139 2.139 -0.724 -0.076 0.282 0.211
H -0.297 1.437 -1.229 0.148 -0.271 0.026
H -0.544 -0.193 1.132 0.251 -0.714 -0.613
F -2.263 -3.618 1.102 -0.097 -0.001 0.043
C -1.190 -4.414 0.958 0.557 -0.386 -0.077
C -0.237 -4.104 0.003 -0.157 0.278 -0.179
C 0.871 -4.929 -0.136 -0.203 -0.216 0.269
C 1.008 -6.057 0.669 0.056 -0.032 -0.026
C 0.039 -6.358 1.618 0.148 0.185 -0.067
C -1.066 -5.529 1.770 -0.204 0.018 0.174
H -0.362 -3.221 -0.625 0.023 0.021 -0.008
H 1.627 -4.693 -0.873 -0.048 0.063 0.002
H 1.873 -6.701 0.554 -0.012 0.023 0.036
H 0.144 -7.238 2.242 -0.022 0.029 0.013
H -1.827 -5.742 2.510 0.000 0.027 -0.018
F -0.578 1.367 2.571 0.007 0.455 0.472
C -1.683 1.848 3.150 -0.228 0.110 0.108
C -2.903 1.260 2.867 -0.135 -0.146 -0.077
C -4.053 1.754 3.470 0.570 0.200 0.106
C -3.971 2.839 4.343 0.101 -0.022 -0.021
C -2.737 3.420 4.612 -0.106 -0.217 -0.139
C -1.585 2.921 4.017 0.125 0.119 0.069
H -2.946 0.424 2.180 0.099 0.011 0.002
H -5.004 1.298 3.260 0.078 -0.100 -0.038
H -4.864 3.229 4.810 0.051 -0.004 0.005
H -2.672 4.265 5.286 0.025 -0.021 -0.004
H -0.615 3.357 4.223 0.006 -0.033 -0.056
F -6.719 2.368 3.810 -0.572 0.056 0.098
C -7.490 2.997 2.907 -0.315 0.258 -0.371
C -8.128 4.172 3.263 0.047 0.065 0.201
C -8.921 4.823 2.328 0.068 -0.215 -0.150
C -9.073 4.289 1.053 -0.037 0.041 -0.009
C -8.429 3.106 0.711 -0.027 0.151 0.192
C -7.628 2.457 1.641 0.107 -0.198 -0.015
H -8.003 4.568 4.263 0.037 -0.030 -0.015
H -9.419 5.747 2.592 0.018 -0.025 0.027
H -9.695 4.797 0.326 0.025 -0.018 0.017
H -8.551 2.689 -0.280 0.044 -0.006 0.025
H -7.112 1.539 1.390 0.007 0.020 0.031
F 0.565 -10.409 -2.628 0.069 -0.051 -0.045
C -0.553 -9.937 -2.042 -0.473 0.224 0.268
C -1.770 -10.526 -2.336 0.039 -0.185 -0.151
C -2.921 -10.042 -1.728 0.158 0.179 0.125
C -2.843 -8.972 -0.844 -0.032 -0.060 -0.026
C -1.613 -8.388 -0.561 -0.176 -0.209 -0.158
C -0.459 -8.876 -1.159 0.209 -0.002 -0.012
H -1.811 -11.353 -3.034 0.040 0.014 0.013
H -3.878 -10.499 -1.945 0.034 -0.004 -0.030
H -3.742 -8.594 -0.374 0.034 0.009 -0.017
H -1.553 -7.554 0.123 0.050 0.003 -0.056
H 0.507 -8.438 -0.945 -0.027 0.027 -0.028
F 1.955 3.938 -2.376 -0.029 0.035 0.078
C 2.812 4.210 -3.370 0.322 0.079 -0.382
C 2.446 5.120 -4.348 -0.179 0.108 0.002
C 3.337 5.407 -5.375 0.150 -0.161 0.140
C 4.576 4.775 -5.417 -0.041 0.032 -0.035
C 4.926 3.860 -4.429 -0.391 0.256 -0.275
C 4.042 3.579 -3.397 0.106 -0.121 0.213
H 1.475 5.595 -4.302 0.007 -0.035 0.038
H 3.066 6.122 -6.141 -0.032 -0.017 0.023
H 5.268 4.997 -6.220 -0.024 -0.018 0.016
H 5.882 3.368 -4.466 -0.031 -0.032 -0.058
H 4.301 2.875 -2.616 -0.073 -0.061 -0.061
F 7.036 3.295 -2.690 0.258 -0.082 0.164
C 7.445 3.758 -1.496 0.156 0.171 0.526
C 7.549 5.124 -1.301 -0.055 0.134 -0.191
C 7.965 5.602 -0.066 0.029 -0.272 0.055
C 8.281 4.711 0.954 0.020 0.044 0.027
C 8.175 3.342 0.741 -0.024 0.219 -0.125
C 7.749 2.860 -0.490 0.001 -0.222 -0.070
H 7.304 5.801 -2.110 -0.041 -0.051 -0.003
H 8.044 6.668 0.102 -0.010 -0.016 -0.036
H 8.609 5.086 1.915 -0.019 -0.017 -0.024
H 8.424 2.648 1.533 -0.046 -0.012 -0.031
H 7.651 1.798 -0.671 -0.048 0.030 -0.023

---

# 3
85
Properties=species:S:1:pos:R:3:forces:R:3 method="wB97M-V/def2-TZVPD" spin_multiplicity=5 charge=+3 energy_ha=-3242.18608 orbital_gap_ev="7.04 / 4.86"
Pd -2.344 1.036 -1.454 -0.081 0.434 0.572
I -9.312 3.429 1.020 0.037 -0.008 -0.022
C -7.624 2.920 -0.022 -0.062 0.024 0.036
C -7.344 3.542 -1.247 0.022 -0.011 0.000
C -6.220 3.188 -1.943 0.023 0.004 -0.036
I -5.752 4.095 -3.735 -0.015 -0.009 0.019
C -5.308 2.179 -1.431 0.009 0.019 0.061
O -4.282 1.884 -2.089 0.000 -0.156 -0.222
C -5.625 1.557 -0.159 0.010 -0.012 -0.014
C -4.784 0.422 0.362 -0.032 0.021 -0.012
N -3.355 0.759 0.547 0.103 -0.049 -0.182
C -3.098 1.906 1.433 0.009 0.032 0.017
C -2.673 3.154 0.688 -0.034 -0.016 0.029
C -2.792 4.405 1.273 -0.014 0.002 -0.013
C -2.339 5.518 0.584 0.000 -0.003 -0.003
C -1.784 5.352 -0.677 -0.009 0.005 0.008
C -1.712 4.077 -1.201 -0.013 0.020 0.003
N -2.140 3.005 -0.526 0.019 0.036 -0.153
C -6.754 1.934 0.504 0.026 0.009 0.006
H -8.014 4.296 -1.636 -0.005 -0.001 0.004
H -5.216 0.084 1.308 -0.003 0.001 -0.003
H -4.825 -0.415 -0.340 0.011 0.001 -0.004
H -2.885 -0.061 0.909 -0.043 -0.009 0.055
H -3.981 2.135 2.033 0.011 -0.016 0.026
H -2.301 1.640 2.130 0.013 -0.016 -0.024
H -3.240 4.503 2.254 0.004 -0.001 0.001
H -2.425 6.503 1.021 0.002 0.000 0.000
H -1.425 6.195 -1.251 -0.002 -0.001 -0.003
H -1.312 3.893 -2.190 0.004 -0.012 0.003
H -7.012 1.462 1.444 -0.002 -0.001 -0.001
C 3.535 -4.450 -1.274 -0.014 -0.004 0.008
C 2.189 -4.629 -0.592 0.026 -0.003 -0.005
N 1.475 -3.343 -0.419 -0.003 0.005 0.005
C 0.538 -3.019 -1.296 0.000 0.009 -0.010
C -0.184 -1.840 -1.251 -0.006 0.006 -0.041
C -1.271 -1.619 -2.236 -0.148 0.180 0.330
O -0.794 -1.889 -3.380 0.081 -0.049 -0.114
O -2.382 -1.175 -1.954 -0.103 -0.257 -0.200
C 0.117 -0.823 -0.267 0.124 -0.030 -0.073
O -0.427 0.291 -0.223 -0.105 -0.156 -0.096
C 1.142 -1.218 0.698 0.061 0.027 -0.035
C 1.494 -0.345 1.728 0.002 0.023 -0.017
C 2.440 -0.692 2.647 -0.007 -0.007 0.011
F 2.689 0.172 3.643 0.019 -0.010 0.005
C 3.131 -1.923 2.597 -0.066 0.028 -0.027
C 2.788 -2.778 1.551 0.036 -0.010 -0.006
C 1.805 -2.451 0.616 -0.026 -0.007 -0.008
N 4.119 -2.280 3.514 0.080 -0.025 -0.008
C 4.257 -3.658 3.966 -0.023 -0.004 0.031
C 5.727 -4.076 3.889 -0.025 -0.021 0.013
N 6.584 -2.865 4.183 -0.003 0.008 -0.011
C 5.901 -1.952 5.159 -0.006 0.021 0.002
C 4.680 -1.326 4.479 -0.013 0.000 -0.015
H 4.025 -5.418 -1.368 0.001 0.000 -0.003
H 4.192 -3.783 -0.715 0.005 0.000 -0.006
H 3.409 -4.040 -2.276 0.001 0.003 0.000
H 2.272 -5.105 0.383 -0.012 0.005 0.004
H 1.538 -5.265 -1.189 -0.002 -0.003 0.001
H 0.336 -3.742 -2.077 -0.005 -0.013 0.015
H 0.998 0.613 1.812 -0.005 -0.004 0.007
H 3.326 -3.706 1.443 0.012 0.004 0.017
H 3.663 -4.339 3.366 -0.006 0.011 -0.009
H 3.887 -3.753 4.992 -0.002 -0.008 0.001
H 6.010 -4.435 2.902 0.000 0.009 -0.004
H 5.965 -4.838 4.628 0.017 0.003 -0.003
H 6.749 -2.352 3.315 0.011 -0.007 -0.001
H 7.498 -3.155 4.533 -0.005 -0.001 0.012
H 6.604 -1.185 5.476 0.009 -0.006 -0.005
H 5.643 -2.560 6.023 -0.002 -0.002 0.000
H 4.980 -0.422 3.953 -0.015 0.008 -0.006
H 3.972 -1.041 5.261 0.006 -0.002 0.008
S -1.829 1.335 -6.073 0.000 0.010 0.007
C -2.518 1.284 -4.514 0.018 0.038 -0.055
N -1.685 1.370 -3.519 0.095 -0.063 0.128
C -0.375 1.492 -3.968 0.005 0.010 -0.002
C 0.757 1.621 -3.161 0.003 -0.009 0.014
C 1.984 1.741 -3.777 -0.009 -0.003 -0.011
C 2.097 1.733 -5.175 0.010 -0.001 0.001
C 0.985 1.608 -5.980 0.002 0.003 -0.003
C -0.258 1.490 -5.359 -0.004 0.009 0.005
H -3.586 1.200 -4.373 0.000 -0.017 0.014
H 0.658 1.638 -2.082 0.002 0.017 -0.012
H 2.877 1.857 -3.177 0.001 0.002 0.000
H 3.072 1.835 -5.631 -0.001 -0.001 -0.002
H 1.075 1.610 -7.058 -0.002 0.000 0.000